(1)
Density functional theory data (ωB97M-V with the def2-TZVPD basis set) for C59H78N9NbO5PS as an isolated structure at a distorted geometry.

Results
Net charge   -1
Frontier orbital gap   6.3 eV
LUMO energy   0.06222 Ha
Calculated total energy   -107767.000 eV

Structure (XYZ):
```
154
C59H78N9NbO5PS, DFT ωB97M-V with the def2-TZVPD basis set
C -1.672 5.231 3.397
C -1.713 3.783 2.799
C -1.112 3.729 1.353
Nb -0.277 1.717 0.750
C -1.911 1.278 -0.756
N -2.472 2.512 -1.363
C -1.332 0.575 2.419
C -2.874 0.618 2.343
O -3.460 -0.561 1.774
C 0.957 2.567 -0.966
C 0.798 4.065 -1.200
O 1.599 4.456 -2.344
C 0.717 -0.298 0.197
O 1.891 -0.600 1.014
C 2.076 -1.924 1.266
C 1.201 -2.721 1.972
C 1.490 -4.042 2.204
C 0.508 -4.872 3.017
C 2.654 -4.598 1.729
C 3.540 -3.807 1.022
C 3.258 -2.485 0.802
C 4.290 -1.637 0.059
C 4.760 -2.272 -1.260
C 5.552 -1.455 0.968
P 1.675 2.213 2.480
O 1.716 1.138 3.723
O 1.464 3.677 3.244
S 3.443 2.306 1.642
H -2.641 5.423 3.873
H -1.464 5.933 2.587
H -0.931 5.285 4.200
H -2.743 3.416 2.832
H -1.095 3.179 3.470
H -0.331 4.503 1.364
H -1.902 4.106 0.684
H -2.682 0.574 -0.403
H -1.396 0.762 -1.582
H -2.678 2.381 -2.344
H -3.275 2.848 -0.848
H -1.029 0.902 3.423
H -1.048 -0.490 2.360
H -3.212 1.450 1.709
H -3.341 0.792 3.325
H -3.150 -1.292 2.324
H 0.532 2.070 -1.857
H 2.007 2.253 -0.927
H -0.229 4.353 -1.432
H 1.168 4.656 -0.349
H 2.508 4.284 -2.064
H -0.048 -1.066 0.377
H 1.021 -0.289 -0.861
H 0.281 -2.276 2.348
H -0.420 -4.975 2.446
H 0.283 -4.368 3.966
H 0.940 -5.838 3.290
H 2.843 -5.647 1.944
H 4.456 -4.260 0.657
H 3.831 -0.668 -0.150
H 5.602 -1.672 -1.636
H 3.993 -2.207 -2.043
H 5.114 -3.301 -1.154
H 5.325 -1.825 1.972
H 5.907 -0.423 0.990
H 6.351 -2.113 0.599
H 1.256 0.327 3.474
H 1.846 4.298 2.606
N 1.806 -2.343 -4.280
C 2.617 -3.251 -4.821
C 2.998 -3.251 -6.155
C 2.502 -2.250 -6.975
C 1.656 -1.297 -6.432
C 1.342 -1.388 -5.083
H 2.977 -4.016 -4.138
H 3.664 -4.014 -6.539
H 2.774 -2.214 -8.023
H 1.247 -0.499 -7.039
H 0.686 -0.663 -4.614
N -7.367 -0.425 1.000
C -6.111 -0.124 0.650
C -5.794 0.690 -0.429
C -6.829 1.215 -1.184
C -8.137 0.912 -0.836
C -8.349 0.093 0.260
H -5.325 -0.561 1.269
H -4.761 0.903 -0.669
H -6.620 1.854 -2.034
H -8.972 1.303 -1.402
H -9.357 -0.168 0.571
N 4.557 3.256 -3.279
C 4.302 2.080 -3.847
C 5.253 1.326 -4.519
C 6.541 1.827 -4.609
C 6.826 3.051 -4.025
C 5.802 3.721 -3.373
H 3.279 1.731 -3.752
H 4.989 0.374 -4.959
H 7.314 1.270 -5.125
H 7.820 3.476 -4.072
H 5.979 4.680 -2.897
N 4.400 -6.335 -7.665
C 5.060 -6.872 -8.690
C 4.851 -8.163 -9.150
C 3.905 -8.944 -8.505
C 3.209 -8.404 -7.436
C 3.493 -7.100 -7.059
H 5.793 -6.226 -9.162
H 5.415 -8.546 -9.989
H 3.712 -9.958 -8.832
H 2.463 -8.980 -6.906
H 2.970 -6.636 -6.230
N -0.487 9.803 4.413
C 0.256 8.807 3.931
C 0.630 8.697 2.600
C 0.204 9.675 1.717
C -0.571 10.719 2.198
C -0.884 10.735 3.548
H 0.563 8.062 4.657
H 1.236 7.866 2.266
H 0.473 9.625 0.669
H -0.924 11.503 1.541
H -1.486 11.535 3.968
N -6.466 -3.374 3.603
C -6.525 -4.525 4.274
C -7.537 -5.460 4.114
C -8.548 -5.185 3.208
C -8.508 -3.995 2.501
C -7.449 -3.126 2.732
H -5.715 -4.697 4.975
H -7.531 -6.380 4.685
H -9.356 -5.890 3.054
H -9.278 -3.744 1.784
H -7.373 -2.181 2.194
N -6.023 -4.662 -1.995
C -5.429 -5.837 -2.203
C -5.113 -6.731 -1.192
C -5.430 -6.385 0.112
C -6.046 -5.168 0.350
C -6.321 -4.348 -0.734
H -5.197 -6.064 -3.238
H -4.632 -7.673 -1.421
H -5.200 -7.055 0.932
H -6.308 -4.861 1.352
H -6.805 -3.387 -0.594
N 5.096 4.924 5.104
C 4.210 3.928 5.183
C 3.295 3.793 6.217
C 3.299 4.740 7.226
C 4.213 5.782 7.164
C 5.082 5.826 6.086
H 4.244 3.208 4.372
H 2.599 2.965 6.225
H 2.601 4.669 8.051
H 4.250 6.543 7.932
H 5.812 6.625 5.994
```

Here are the Mulliken charges for atoms 1 to 99, given in e: C -1.185; C -0.037; C -0.521; Nb -1.289; C -0.954; N -0.252; C 0.412; C -0.725; O -0.444; C 0.090; C -0.637; O -0.629; C -0.694; O 0.026; C -0.213; C -0.335; C 0.634; C -1.517; C -1.308; C -0.108; C 0.277; C 1.423; C -1.727; C -1.585; P 0.550; O -0.564; O -0.243; S -0.448; H 0.409; H 0.248; H 0.204; H 0.440; H -0.070; H 0.359; H 0.526; H 0.124; H 0.616; H 0.218; H 0.210; H 0.441; H -0.475; H 0.087; H 0.427; H 0.223; H 0.184; H 0.401; H 0.156; H 0.188; H 0.331; H 0.613; H 0.364; H 0.313; H 0.305; H 0.349; H 0.353; H 0.302; H 0.272; H 0.146; H 0.494; H 0.290; H 0.315; H 0.397; H 0.307; H 0.428; H 0.268; H 0.202; N -0.389; C -0.312; C -0.447; C -0.266; C -0.533; C -0.161; H 0.401; H 0.544; H 0.402; H 0.380; H 0.398; N -0.439; C -0.492; C -0.252; C -0.377; C -0.463; C -0.449; H 0.955; H 0.254; H 0.413; H 0.376; H 0.384; N -0.187; C -0.210; C -0.634; C -0.205; C -0.514; C -0.277; H 0.494; H 0.435; H 0.366; H 0.370; H 0.364

---

(2)
Density functional theory data (ωB97M-V with the def2-TZVPD basis set) for a 10-piece molecular cluster, C59H82Br2F3IN10O3P overall.

Results
Net charge   -1
Frontier orbital gap   6.9 eV
LUMO energy   0.06143 Ha
Calculated total energy   -249182.529 eV

Structure (XYZ):
```
161
C59H82Br2F3IN10O3P, DFT ωB97M-V with the def2-TZVPD basis set
C -3.068 4.240 -1.357
C -2.080 3.788 -2.441
C -1.908 2.297 -2.774
I -3.854 1.491 -3.241
P -0.602 1.162 -1.800
C -0.435 0.115 -3.431
C -1.677 -0.281 -1.128
C -2.552 -0.315 0.132
C -3.937 0.332 0.105
C -4.710 0.103 1.410
O -4.991 1.298 2.156
C -0.758 2.246 -0.235
C 0.062 1.882 0.994
C -0.384 2.596 2.251
F -1.684 2.325 2.529
Br -0.250 4.538 2.067
C 0.452 2.179 3.493
F 0.755 0.869 3.425
F 1.613 2.841 3.584
Br -0.536 2.469 5.161
O 0.540 2.363 -2.441
C 1.910 2.131 -2.342
C 2.565 3.409 -1.833
N 2.316 3.682 -0.415
C 2.121 0.787 -1.564
C 2.747 -0.241 -2.544
C 2.881 -1.637 -1.943
C 3.096 0.811 -0.384
C 2.749 0.142 0.788
C 3.629 0.049 1.852
C 4.893 0.615 1.765
C 5.273 1.239 0.592
C 4.385 1.328 -0.472
O 0.879 0.336 -1.150
H -3.860 3.516 -1.186
H -2.568 4.421 -0.409
H -3.533 5.183 -1.644
H -2.376 4.280 -3.370
H -1.095 4.183 -2.209
H -1.461 2.289 -3.762
H 0.087 -0.816 -3.212
H -1.407 -0.162 -3.840
H 0.103 0.657 -4.208
H -2.239 -0.744 -1.939
H -0.887 -1.009 -0.927
H -2.017 0.018 1.013
H -2.762 -1.373 0.328
H -4.497 -0.119 -0.711
H -3.889 1.405 -0.065
H -5.660 -0.391 1.196
H -4.125 -0.509 2.091
H -5.453 1.893 1.559
H -0.401 3.221 -0.543
H -1.798 2.364 0.041
H 1.096 2.173 0.828
H -0.009 0.825 1.213
H 2.300 1.977 -3.359
H 3.630 3.411 -2.060
H 2.137 4.203 -2.445
H 3.167 3.798 0.113
H 1.741 4.500 -0.286
H 3.737 0.135 -2.811
H 2.155 -0.276 -3.455
H 2.729 -2.398 -2.707
H 2.141 -1.809 -1.165
H 3.875 -1.795 -1.532
H 1.772 -0.305 0.853
H 3.320 -0.461 2.753
H 5.568 0.552 2.607
H 6.260 1.672 0.504
H 4.722 1.793 -1.385
N -3.522 -1.648 -7.159
C -3.018 -0.451 -6.731
C -1.949 -0.141 -7.528
C -1.802 -1.193 -8.474
C -2.787 -2.109 -8.220
H -4.306 -2.116 -6.747
H -3.457 0.071 -5.896
H -1.333 0.737 -7.434
H -1.056 -1.270 -9.247
H -3.030 -3.039 -8.707
N 8.857 1.630 2.668
C 9.486 2.562 1.891
C 10.516 1.939 1.240
C 10.502 0.574 1.643
C 9.465 0.416 2.523
H 8.063 1.811 3.254
H 9.149 3.584 1.866
H 11.205 2.407 0.556
H 11.183 -0.202 1.333
H 9.111 -0.452 3.053
N -6.479 6.920 -0.938
C -6.426 6.807 -2.299
C -5.881 7.961 -2.794
C -5.598 8.805 -1.685
C -5.977 8.133 -0.554
H -6.826 6.215 -0.316
H -6.765 5.914 -2.796
H -5.698 8.173 -3.834
H -5.158 9.788 -1.715
H -5.924 8.410 0.484
N -0.822 0.210 8.118
C -2.110 0.042 8.539
C -2.173 -1.134 9.239
C -0.868 -1.700 9.231
C -0.059 -0.846 8.531
H -0.488 0.992 7.583
H -2.869 0.769 8.307
H -3.054 -1.546 9.701
H -0.562 -2.628 9.684
H 0.989 -0.900 8.291
N -2.824 -6.058 -8.271
C -4.159 -6.307 -8.424
C -4.293 -7.552 -8.979
C -2.983 -8.073 -9.167
C -2.100 -7.126 -8.721
H -2.432 -5.217 -7.887
H -4.898 -5.583 -8.125
H -5.224 -8.036 -9.221
H -2.721 -9.032 -9.581
H -1.024 -7.123 -8.684
N -8.582 1.254 4.719
C -7.497 0.659 4.132
C -7.523 -0.668 4.467
C -8.664 -0.876 5.292
C -9.298 0.330 5.430
H -8.810 2.227 4.645
H -6.797 1.216 3.530
H -6.802 -1.405 4.158
H -8.990 -1.807 5.726
H -10.188 0.606 5.970
N 6.890 -4.164 -0.110
C 5.672 -3.611 0.181
C 4.736 -4.608 0.123
C 5.418 -5.810 -0.215
C 6.745 -5.503 -0.354
H 7.755 -3.660 -0.147
H 5.574 -2.560 0.398
H 3.681 -4.486 0.297
H 4.981 -6.786 -0.346
H 7.591 -6.119 -0.605
N 12.065 -0.339 -1.477
C 12.691 0.594 -2.254
C 13.719 -0.027 -2.910
C 13.712 -1.392 -2.512
C 12.678 -1.551 -1.627
H 11.274 -0.160 -0.884
H 12.351 1.615 -2.276
H 14.400 0.442 -3.600
H 14.385 -2.166 -2.838
H 12.329 -2.420 -1.097
N -7.985 -3.907 7.618
C -9.193 -4.531 7.759
C -8.958 -5.795 8.233
C -7.550 -5.936 8.380
C -6.980 -4.753 7.991
H -7.855 -2.968 7.286
H -10.111 -4.027 7.514
H -9.709 -6.536 8.448
H -7.019 -6.805 8.728
H -5.949 -4.445 7.946
```

Here are the Mulliken charges for atoms 1 to 99, given in e: C -0.679; C -0.650; C -0.447; I -0.135; P 2.394; C -1.681; C -1.258; C -0.872; C 0.770; C -0.829; O -0.519; C -2.138; C -0.753; C 0.337; F -0.288; Br -0.143; C 0.757; F -0.164; F -0.219; Br -0.189; O -0.410; C -0.246; C -1.880; N -0.249; C 0.514; C -0.685; C -1.622; C 0.387; C -0.088; C -0.856; C -0.546; C -1.178; C -0.297; O -0.019; H 0.016; H 0.137; H 0.327; H 0.631; H 0.053; H 0.696; H 0.317; H 0.451; H 0.248; H 0.734; H 0.108; H 0.013; H 0.750; H 0.241; H -0.514; H 0.321; H 0.350; H 0.289; H 0.941; H 0.756; H -0.254; H 0.312; H 0.078; H 0.374; H 0.624; H 0.225; H 0.240; H 0.574; H 0.695; H 0.421; H 0.189; H 0.350; H 0.348; H 0.505; H 0.339; H 0.591; H 0.388; N 0.012; C -0.374; C -0.382; C -0.599; C -0.606; H 0.200; H 0.333; H 0.437; H 0.403; H 0.542; N 0.065; C -0.677; C -0.345; C -0.365; C -0.769; H 0.204; H 0.395; H 0.437; H 0.630; H 0.407; N 0.054; C -0.615; C -0.302; C -0.360; C -0.532; H 0.186; H 0.395; H 0.399

---

> Among the records above, which one has the highest LUMO energy?

C59H78N9NbO5PS

---

> Which formula does entry 2 have?

C59H82Br2F3IN10O3P